1.
Density functional theory data (ωB97M-V/def2-TZVPD) for 2 unconnected molecules or ions with the total composition C2H6NO.

Output
- Orbital gap (spin up / spin down): 10.336 / 9.220 eV
- HOMO energy (spin up / spin down): -14.601 / -14.482 eV
- Total energy: -209.28944 Ha
- Net charge: +1

Last column: Mulliken charge in e.
Element x y z (Å)
C: 0.00425 0.04719 -1.23129  -0.31
C: -0.38546 0.06380 0.13805  -0.03
N: 0.50981 -0.28036 1.25540  -0.27
O: -0.85713 -0.88149 -0.67158  -0.27
H: -1.35127 1.53455 -2.84876  0.09
H: 1.03089 -0.26816 -1.44658  0.22
H: -1.02918 0.87915 0.39531  0.43
H: 1.24854 -0.96680 0.93385  0.39
H: -0.06030 -0.78558 1.98424  0.37
H: 0.88985 0.65771 1.49136  0.39

2.
Density functional theory data (ωB97M-V/def2-TZVPD) for 2 unconnected molecules or ions with the total composition C4H12OSSi.

Output
- Orbital gap (spin up / spin down): 6.185 / 8.196 eV
- HOMO energy (spin up / spin down): -6.660 / -8.210 eV
- Total energy: -922.36131 Ha
- Net charge: 0

Last column: Mulliken charge in e.
Element x y z (Å)
C: 1.07645 0.40026 1.59508  -1.18
C: -0.25604 0.29559 -2.17608  -0.72
C: 2.13346 -0.45951 0.87999  -0.16
C: -2.42310 -0.18699 0.80373  -0.50
O: 1.77285 -0.62034 -0.43324  -0.22
Si: 0.40392 -1.06477 -1.10915  0.22
S: -2.06894 1.47329 1.06155  -0.17
H: 0.81663 1.11288 0.97941  0.50
H: 0.11167 -0.11428 1.65299  0.18
H: 1.43895 0.68655 2.57542  0.39
H: -0.92329 -0.31650 -2.79613  0.26
H: -0.66456 1.04904 -1.51121  0.16
H: 0.58972 0.73591 -2.55863  0.33
H: 2.15044 -1.49787 1.27053  0.24
H: 3.00447 0.08837 0.85151  0.32
H: -3.28958 -0.40837 0.22321  0.34
H: -1.60552 -0.85092 0.32910  0.04
H: 0.53209 -2.41614 -1.65698  -0.16
H: -2.79961 2.09378 0.01889  0.13

3.
Density functional theory data (ωB97M-V/def2-TZVPD) for a molecular structure, C39H37N4O3PtTe.

Output
- Orbital gap: 7.374 eV
- HOMO energy: -10.082 eV
- Total energy: -2340.17594 Ha
- Net charge: +1

Last column: Mulliken charge in e.
Element x y z (Å)
Pt: -0.09332 0.04260 -0.31509  1.06
C: -2.08114 -4.37276 4.90244  -1.68
C: -1.65619 -3.23997 4.00352  -0.29
C: -1.39947 -1.95975 4.51802  -0.13
C: -0.99217 -0.90308 3.73624  0.99
C: -0.83495 0.45046 4.37395  -0.47
O: -1.31526 1.44204 3.86765  -0.63
C: -0.11880 0.54605 5.68912  0.36
C: -0.38839 1.63956 6.50768  -0.47
C: 0.25860 1.77180 7.72438  -0.60
C: 1.19050 0.81909 8.12327  -0.37
C: 1.47904 -0.26118 7.30194  -0.89
C: 0.82049 -0.39980 6.08778  -0.12
C: -0.80117 -1.09151 2.34476  0.79
O: -0.25065 -0.11414 1.68455  -1.14
C: -1.12554 -2.35646 1.77940  0.72
C: -1.51451 -3.40621 2.65039  -0.86
C: -1.12144 -2.62235 0.34786  0.69
N: -0.79626 -1.75655 -0.57113  0.63
C: -0.99688 -2.04681 -2.01827  -0.73
C: -1.65597 -0.89635 -2.77229  -1.38
Te: -3.78821 -0.74583 -2.63676  0.24
C: -4.05181 -0.56164 -0.56476  -0.48
C: -4.91085 -1.44954 0.07907  -0.50
C: -5.11511 -1.34839 1.45134  -0.49
C: -4.44437 -0.38445 2.18912  -0.53
C: -3.59587 0.50941 1.54899  -0.68
C: -3.42444 0.43466 0.17420  0.10
C: -1.59129 -3.97255 -0.10050  -1.25
C: -0.66840 -4.89786 -0.57249  0.25
C: -1.09463 -6.14538 -1.00366  -0.96
C: -2.44691 -6.46246 -0.97614  -0.55
C: -3.36808 -5.53836 -0.50137  -1.06
C: -2.94117 -4.29575 -0.05374  0.44
H: -2.03205 -4.07929 5.95043  0.40
H: -1.43926 -5.24532 4.77436  0.38
H: -3.10600 -4.68713 4.69835  0.32
H: -1.54197 -1.78564 5.57988  0.51
H: -1.10944 2.37411 6.17372  0.45
H: 0.04160 2.61794 8.36326  0.40
H: 1.69341 0.92106 9.07640  0.40
H: 2.21502 -0.99455 7.60448  0.40
H: 1.05835 -1.23367 5.43935  0.45
H: -1.70582 -4.38595 2.23340  0.49
H: -1.61558 -2.93028 -2.13862  0.48
H: -0.01786 -2.27061 -2.45120  0.49
H: -1.50372 -1.04929 -3.84383  0.61
H: -1.22628 0.07416 -2.53068  0.27
H: -5.41464 -2.22608 -0.48421  0.39
H: -5.78760 -2.03886 1.94506  0.43
H: -4.58037 -0.32515 3.26143  0.43
H: -3.05706 1.24900 2.12596  0.28
H: -2.79550 1.15524 -0.32866  0.90
H: 0.38665 -4.64656 -0.59388  0.45
H: -0.37291 -6.86758 -1.36206  0.43
H: -2.78094 -7.43210 -1.32075  0.40
H: -4.42096 -5.78691 -0.47254  0.44
H: -3.64977 -3.57451 0.33514  0.62
N: 0.02965 2.13325 -0.67890  -0.50
C: -0.61561 3.09859 -0.70828  0.45
N: -1.32454 4.18487 -0.75470  -0.06
C: -2.32264 4.41396 -1.82452  -0.61
C: -3.70900 4.38384 -1.21236  -0.31
O: -3.80018 5.30564 -0.14116  -0.41
C: -2.90764 4.98290 0.91040  -0.20
C: -1.46937 5.05292 0.43645  -0.68
H: -2.20519 3.64790 -2.58940  0.44
H: -2.11334 5.39208 -2.25866  0.28
H: -3.94875 3.37185 -0.86600  0.20
H: -4.44706 4.68212 -1.95472  0.35
H: -3.13112 3.98346 1.30230  0.10
H: -3.06894 5.71376 1.70075  0.36
H: -0.77205 4.71993 1.20293  0.49
H: -1.21275 6.06915 0.13551  0.28
C: 4.07239 -0.86578 -2.80156  -0.20
C: 3.50244 0.39164 -2.88796  -0.77
C: 2.29267 0.62268 -2.25913  -0.06
N: 1.65500 -0.32859 -1.56910  -0.05
C: 2.21032 -1.54723 -1.48224  -0.03
C: 3.41423 -1.85250 -2.08296  -0.92
H: 5.01790 -1.07468 -3.28436  0.42
H: 3.98110 1.19384 -3.43166  0.42
H: 1.80866 1.58825 -2.28862  0.33
H: 1.66730 -2.27925 -0.89960  0.42
H: 3.82636 -2.84651 -1.98018  0.42

4.
Density functional theory data (ωB97M-V/def2-TZVPD) for a molecular structure, C24H26CrN5O5.

Output
- Orbital gap (spin up / spin down): 6.783 / 3.924 eV
- HOMO energy (spin up / spin down): -12.765 / -12.955 eV
- Total energy: -2624.00869 Ha
- Net charge: +2
- Expectation value of S²: 0.99
- 2S+1: 2

Last column: Mulliken charge in e.
Element x y z (Å)
Cr: -0.20810 0.00158 -0.90936  0.51
C: -3.39247 3.30406 0.47688  -1.01
N: -2.38563 2.70290 1.36039  0.14
C: -2.29198 3.24571 2.72555  -0.93
C: -1.55577 1.79047 0.92176  0.79
O: -1.57517 1.34820 -0.26002  -0.89
C: -0.46145 1.24205 1.81652  -1.19
O: -0.00257 0.01435 1.23728  0.20
C: -0.47123 -1.19774 1.84186  -1.16
C: -1.55440 -1.76945 0.94669  0.82
O: -1.56831 -1.34230 -0.24092  -0.86
N: -2.38220 -2.68510 1.38427  0.14
C: -2.29752 -3.24464 2.74163  -0.91
C: -3.36489 -3.30902 0.48922  -0.99
H: -4.37271 3.19265 0.93628  0.39
H: -3.17161 4.36367 0.35456  0.38
H: -3.38011 2.80897 -0.48650  0.28
H: -3.14788 3.89423 2.88434  0.36
H: -2.33264 2.45247 3.46930  0.34
H: -1.38405 3.83494 2.85074  0.34
H: 0.38175 1.93778 1.82100  0.49
H: -0.76567 1.08517 2.84894  0.49
H: 0.37137 -1.89290 1.87967  0.46
H: -0.78983 -1.00867 2.86411  0.50
H: -2.12392 -2.46806 3.48176  0.35
H: -3.25097 -3.71224 2.96930  0.34
H: -1.51362 -3.99928 2.80043  0.33
H: -3.34482 -2.82259 -0.47817  0.27
H: -3.12687 -4.36657 0.38068  0.37
H: -4.35331 -3.20829 0.93326  0.38
O: 6.22473 1.11603 0.81843  -0.35
C: 5.77955 -0.02399 0.63025  0.44
O: 6.21652 -1.16802 0.81261  -0.36
C: 4.34735 -0.01714 0.05755  0.07
C: 3.69909 -1.21496 -0.23973  -0.71
C: 2.39626 -1.17552 -0.68238  0.05
N: 1.75099 -0.00601 -0.78970  0.36
C: 2.40542 1.15844 -0.67938  0.05
C: 3.70850 1.18673 -0.23671  -0.74
C: 1.60551 2.23044 -1.28719  0.53
C: 2.02945 3.52853 -1.50454  -0.70
C: 1.22561 4.36843 -2.25843  -0.53
C: 0.01620 3.89774 -2.75489  -0.80
C: -0.37297 2.60997 -2.44817  -0.34
N: 0.41142 1.78575 -1.74079  0.54
C: 1.58799 -2.24012 -1.29158  0.53
C: 2.00064 -3.54173 -1.50957  -0.69
C: 1.18937 -4.37391 -2.26418  -0.52
C: -0.01592 -3.89228 -2.76024  -0.81
C: -0.39404 -2.60144 -2.45264  -0.34
N: 0.39780 -1.78467 -1.74511  0.51
H: 4.28091 -2.12286 -0.12045  0.66
H: 4.29749 2.08968 -0.11517  0.66
H: 2.98783 3.85438 -1.12458  0.46
H: 1.54561 5.38015 -2.46930  0.47
H: -0.62308 4.52047 -3.36368  0.48
H: -1.32987 2.22169 -2.77210  0.48
H: 2.95584 -3.87630 -1.12919  0.46
H: 1.50043 -5.38837 -2.47529  0.47
H: -0.66031 -4.50908 -3.36973  0.47
H: -1.34772 -2.20437 -2.77552  0.49

5.
Density functional theory data (ωB97M-V/def2-TZVPD) for a single C8H14N2 molecule.

Output
- Orbital gap: 9.248 eV
- SMILES: CC1=CC(N)=NCC1(C)C
- HOMO energy: -8.359 eV
- Total energy: -422.71759 Ha
- Net charge: 0

Last column: Mulliken charge in e.
Element x y z (Å)
C: -1.45300 -1.86805 -0.20102  -1.45
C: -0.57210 -0.60761 -0.40896  0.27
C: -0.02181 -0.35461 -1.63783  -0.60
C: 0.96533 0.73354 -1.72734  0.62
N: 1.83677 0.83065 -2.79558  -0.54
N: 1.11932 1.63020 -0.80744  -0.68
C: 0.19923 1.63387 0.33071  -0.90
C: -0.12178 0.18751 0.76947  1.69
C: -1.24716 0.18729 1.88273  -1.87
C: 1.10915 -0.41938 1.47906  -1.47
H: -1.33542 -2.22792 0.80589  0.36
H: -1.11451 -2.72168 -0.88835  0.36
H: -2.50862 -1.66762 -0.47385  0.30
H: -0.21655 -0.86531 -2.59003  0.29
H: 1.42268 0.58042 -3.69995  0.27
H: 2.27189 1.77863 -2.77762  0.30
H: 0.78905 2.18831 1.09183  0.33
H: -0.71900 2.12203 0.19968  0.38
H: -1.06384 0.95030 2.66974  0.41
H: -2.26598 0.38760 1.48979  0.38
H: -1.28015 -0.77163 2.37666  0.45
H: 1.26678 0.07851 2.42123  0.39
H: 1.97216 -0.28411 0.79289  0.39
H: 0.96756 -1.50093 1.69829  0.33

6.
Density functional theory data (ωB97M-V/def2-TZVPD) for 2 unconnected molecules or ions with the total composition C2H8OS.

Output
- Orbital gap (spin up / spin down): 8.111 / 3.422 eV
- HOMO energy (spin up / spin down): -13.108 / -13.107 eV
- Total energy: -554.02614 Ha
- Net charge: +1
- Expectation value of S²: 0.75
- 2S+1: 2

Last column: Mulliken charge in e.
Element x y z (Å)
C: 2.19435 -1.23369 0.81402  -0.75
S: 2.74931 -0.45893 -0.77480  0.35
H: 3.00656 -1.19369 1.55165  0.37
H: 1.28679 -0.82905 1.37324  0.37
H: 2.17749 -2.32236 0.64208  0.34
H: 3.36462 0.57746 -0.05377  0.32
C: -2.57051 0.64209 -0.84397  -0.48
O: -1.94721 1.89183 -0.38028  -0.49
H: -3.06864 0.16489 0.00194  0.31
H: -3.28875 0.88199 -1.62348  0.22
H: -1.75653 0.05571 -1.26395  0.13
H: -2.14749 1.82374 0.55734  0.32